12
Properties=species:S:1:pos:R:3:forces:R:3:nbo_charge:R:1 method="wB97M-V/def2-TZVPD" orbital_gap_ev="7.677 / 7.343" max_force_ev_per_a=0.8 spin_multiplicity=1 lumo_ev="-0.748 / -0.590" e_tot_ev=-9810.393 relative_energy_kcal_mol=90.4 e_homo_ha="-0.310 / -0.292"
O 2.953 -0.453 -0.530 -0.6 -0.1 0.0 -0.45
C 1.772 -0.676 -0.518 0.5 0.1 0.0 0.32
C 0.894 -0.056 0.572 -0.1 0.4 0.3 0.59
O 1.323 0.345 1.615 -0.2 -0.3 -0.4 -0.48
N -0.512 0.086 0.231 0.8 -0.2 0.0 -0.38
C -0.801 0.086 -1.114 -0.3 -0.1 -0.4 -0.34
C -1.344 0.549 1.140 -0.4 0.3 0.4 -0.19
H 1.290 -1.366 -1.228 0.0 0.0 0.1 0.14
H -0.656 -0.819 -1.690 0.2 0.1 0.0 0.18
H -1.575 0.779 -1.416 0.0 -0.1 0.1 0.19
H -0.946 1.016 2.028 0.0 -0.2 0.0 0.21
H -2.399 0.510 0.911 0.1 0.2 0.0 0.20


74
Properties=species:S:1:pos:R:3:forces:R:3:mulliken_charge:R:1 method="wB97M-V/def2-TZVPD" orbital_gap_ev="7.026 / 6.691" max_force_ev_per_a=0.8 spin_multiplicity=2 lumo_ev="-3.427 / -3.788" e_tot_ev=-140337.902 s_squared=0.76 charge=+1 relative_energy_kcal_mol=156.9 e_homo_ha="-0.384 / -0.385"
Ru -0.384 1.317 -0.071 0.0 0.2 0.8 -0.10
O 6.087 0.650 1.930 0.0 0.0 0.0 -0.53
C 5.049 1.013 1.123 0.0 0.0 0.0 1.15
C 5.106 2.065 0.300 0.0 0.0 0.0 -1.55
C 4.059 2.649 -0.607 0.0 0.0 0.0 0.30
N 2.734 2.062 -0.311 0.0 0.2 -0.1 0.27
C 2.945 -0.033 0.468 0.1 0.0 0.0 0.23
Br 1.357 -1.037 0.756 -0.2 0.2 -0.1 0.01
C 3.927 0.092 1.344 -0.1 0.0 0.0 -0.20
H 6.827 1.257 1.810 0.0 0.0 0.0 0.32
H 6.031 2.634 0.273 0.0 0.0 0.0 0.23
H 4.295 2.441 -1.659 0.0 0.0 0.0 0.35
H 3.928 -0.481 2.260 0.0 0.0 0.0 0.46
C 0.475 -0.737 4.219 -0.1 0.0 0.1 -1.21
N -0.368 0.156 3.439 0.0 0.1 0.1 0.48
C -0.082 1.568 3.625 0.0 0.0 0.1 -1.23
C -1.281 -0.305 2.567 0.2 -0.2 -0.2 -0.26
N -1.576 0.332 1.434 -0.4 0.2 0.3 1.24
C -2.868 0.134 0.904 0.0 -0.2 -0.3 -1.00
C -4.023 0.047 1.669 0.1 -0.1 0.0 -0.19
C -5.214 -0.347 1.078 -0.1 0.0 0.1 -1.01
C -5.236 -0.678 -0.266 -0.1 0.0 -0.1 -0.66
C -4.103 -0.510 -1.052 0.1 0.1 0.0 -0.66
C -2.932 -0.008 -0.489 0.1 -0.1 0.1 0.38
N -1.718 0.287 -1.190 -0.1 -0.1 -0.4 0.94
C -1.735 0.517 -2.532 -0.1 -0.2 -0.1 0.38
N -2.789 1.041 -3.187 0.1 0.2 0.1 0.40
C -3.655 2.076 -2.633 0.0 -0.1 0.0 -1.07
C -3.104 0.670 -4.559 -0.1 -0.1 0.0 -1.31
N -0.671 0.155 -3.260 0.1 0.2 0.3 0.17
C 0.290 -0.834 -2.790 0.0 -0.1 0.0 -0.98
C -0.237 0.908 -4.438 -0.1 -0.1 0.0 -1.25
N -1.803 -1.534 2.847 0.0 0.0 0.0 0.55
C -2.285 -1.880 4.172 0.0 0.0 0.0 -1.28
C -2.102 -2.499 1.803 0.0 0.1 0.0 -0.85
H 1.504 -0.378 4.154 0.0 0.0 0.0 0.37
H 0.430 -1.748 3.824 0.0 0.0 0.0 0.41
H 0.187 -0.748 5.272 0.0 0.0 0.0 0.34
H -0.150 1.805 4.689 0.1 0.0 0.0 0.40
H -0.794 2.171 3.084 -0.1 0.0 -0.1 0.37
H 0.930 1.803 3.284 0.0 0.1 -0.1 0.27
H -3.980 0.258 2.730 0.0 0.0 0.0 0.61
H -6.113 -0.421 1.675 0.0 0.0 0.0 0.42
H -6.146 -1.044 -0.722 0.0 0.0 0.0 0.44
H -4.148 -0.754 -2.103 0.0 0.0 -0.1 0.55
H -3.291 2.400 -1.668 0.0 0.0 0.1 0.23
H -4.678 1.709 -2.540 0.0 0.0 0.0 0.37
H -3.644 2.928 -3.316 0.0 0.0 0.0 0.41
H -2.582 -0.244 -4.831 0.0 0.0 0.0 0.39
H -2.845 1.458 -5.269 0.0 0.0 0.0 0.39
H -4.179 0.494 -4.622 0.0 0.0 0.0 0.42
H -0.168 -1.471 -2.040 0.0 0.0 0.0 0.24
H 1.179 -0.357 -2.376 0.0 0.0 0.0 0.19
H 0.593 -1.443 -3.643 0.0 0.0 0.0 0.40
H -0.817 1.820 -4.531 0.0 0.0 0.0 0.37
H -0.337 0.307 -5.344 0.0 0.0 0.0 0.31
H 0.801 1.193 -4.289 0.0 0.0 0.0 0.51
H -2.156 -1.041 4.850 0.0 0.0 0.0 0.39
H -1.759 -2.748 4.576 0.0 0.0 0.0 0.37
H -3.351 -2.117 4.115 0.0 0.0 0.0 0.38
H -1.579 -2.232 0.887 0.0 0.0 0.0 0.09
H -3.172 -2.560 1.589 0.0 0.0 0.0 0.26
H -1.752 -3.480 2.132 0.0 0.0 0.0 0.42
O 4.018 4.027 -0.373 -0.1 -0.1 0.1 -0.61
P 1.330 2.484 -1.216 0.0 -0.6 -0.1 0.76
O 1.568 2.632 -2.663 0.1 0.0 0.0 -0.84
O 2.881 0.665 -0.681 0.0 -0.1 0.0 -0.49
O 1.007 3.957 -0.519 -0.2 0.3 -0.2 -0.32
P -0.537 3.883 -0.065 0.2 -0.2 -0.1 0.22
O -1.068 5.347 -0.049 -0.1 0.1 -0.1 -0.60
O -0.652 3.177 1.252 0.4 -0.1 -0.1 -0.42
O -1.177 2.949 -1.116 -0.3 0.3 0.2 -0.32
H 3.531 4.463 -1.082 0.0 0.0 -0.1 0.40
H -0.913 5.869 -0.851 0.0 -0.1 0.1 0.36